(1)
A structure of composition C22H14Cl5NO2S5Zn. Source: the Open Molecules 2025 dataset; level of theory: ωB97M-V/def2-TZVPD.

```
50
Properties=species:S:1:pos:R:3:forces:R:3
Zn 0.9842 -0.2818 0.3812 0.063 0.003 0.202
Cl -0.9669 -6.6154 -1.6706 0.010 0.018 0.019
C -0.4098 -5.2636 -0.7549 -0.037 -0.010 -0.040
C -1.0345 -4.0280 -0.8756 -0.038 -0.028 -0.025
Cl -2.3767 -3.8289 -1.9489 0.062 -0.009 0.056
C -0.5711 -2.9500 -0.1389 -0.101 0.127 -0.125
Cl -1.3296 -1.3893 -0.2815 -0.075 -0.071 0.081
C 0.5533 -3.0239 0.7024 0.043 0.111 0.050
O 1.0393 -1.9880 1.3044 -0.063 0.063 0.046
C 1.1491 -4.2960 0.8261 0.045 -0.054 -0.009
Cl 2.5238 -4.4222 1.8518 -0.026 0.004 -0.020
C 0.6779 -5.3878 0.1146 0.025 -0.075 0.014
Cl 1.4522 -6.9170 0.2836 -0.012 0.034 -0.007
O 0.7253 1.4537 1.0198 -0.178 -0.212 -0.238
C 1.8266 2.2966 0.8396 0.128 -0.020 0.042
C 3.0810 1.4291 0.7072 -0.011 0.054 0.100
C 3.3592 0.3531 1.5106 0.007 -0.043 0.013
C 4.5758 -0.2957 1.1668 0.024 0.049 -0.091
C 5.2069 0.3212 0.1287 -0.004 -0.122 0.109
S 4.3235 1.6643 -0.4431 0.051 0.128 -0.116
C 1.9614 3.1461 2.0911 0.043 0.002 -0.009
C 2.8836 4.0975 2.4124 0.027 -0.004 -0.015
C 2.6840 4.6322 3.7131 -0.062 -0.027 0.020
C 1.6172 4.0625 4.3421 0.073 0.059 -0.018
S 0.8539 2.8868 3.3685 -0.087 -0.039 0.009
C 1.6348 3.1637 -0.3958 -0.020 -0.133 -0.084
C 1.6140 2.7327 -1.6937 -0.018 0.023 0.019
C 1.2714 3.7574 -2.6137 0.003 0.035 0.077
C 1.0348 4.9457 -1.9886 -0.010 -0.031 -0.117
S 1.2284 4.8237 -0.3011 -0.018 0.070 0.102
H 2.7336 0.0667 2.3471 -0.004 -0.011 -0.004
H 4.9553 -1.1754 1.6642 -0.002 -0.012 0.022
H 6.1335 0.0394 -0.3435 0.024 -0.001 -0.007
H 3.6808 4.4000 1.7475 0.011 -0.002 -0.018
H 3.3015 5.3995 4.1558 0.018 0.013 0.004
H 1.2402 4.2811 5.3272 -0.007 0.007 0.031
H 1.8369 1.7131 -1.9805 -0.002 0.024 0.007
H 1.2132 3.6225 -3.6836 -0.001 -0.014 -0.027
H 0.7698 5.8877 -2.4394 -0.002 0.022 -0.007
S 2.1052 -1.2663 -1.5689 0.263 0.039 -0.019
C 1.1047 -1.3806 -2.8997 -0.215 0.045 -0.083
N 1.1417 -2.4026 -3.7507 0.027 0.020 0.079
C 0.0635 -2.4943 -4.7295 0.010 0.013 -0.018
C -0.4143 -1.0591 -4.9373 -0.027 -0.102 -0.062
S -0.0864 -0.2069 -3.3664 0.055 0.028 0.053
H 1.6974 -3.2062 -3.4953 -0.002 -0.018 -0.035
H -0.7368 -3.1273 -4.3379 0.016 0.017 0.023
H 0.4384 -2.9254 -5.6561 -0.018 -0.003 0.001
H -1.4787 -1.0181 -5.1537 0.013 0.011 -0.015
H 0.1380 -0.5625 -5.7334 0.000 0.020 0.027
```
Positions in Å, forces in eV/Å.

Frontier orbital gap in eV: 7.95
E_HOMO in eV: -8.2
Lowest unoccupied orbital energy in eV: -0.27
Energy relative to the best compared isomer or geometry (same formula, charge and spin) in kcal/mol: 3.3
Calculated total energy in Ha: -7123.27121
Total charge: 0
F_max in eV/Å: 0.365


(2)
A structure of composition C22H14ClIrN2PS2. Source: the Open Molecules 2025 dataset; level of theory: ωB97M-V/def2-TZVPD.

```
43
Properties=species:S:1:pos:R:3:forces:R:3
Ir 1.5784 1.4639 0.8739 0.469 -0.130 -0.709
Cl 3.3315 -0.0860 0.0317 -0.219 -0.066 0.304
C 2.5041 -1.6573 0.1718 -0.021 -0.032 -0.024
C 3.2711 -2.7861 0.3298 0.056 0.007 -0.040
C 2.6093 -3.9961 0.5229 -0.025 0.018 -0.004
C 1.2251 -4.0428 0.5572 0.004 0.016 -0.002
C 0.4785 -2.8826 0.3833 0.007 -0.057 -0.103
C 1.1167 -1.6663 0.1740 -0.044 0.054 0.113
P 0.2323 -0.0988 -0.0722 0.062 -0.115 -0.053
C 0.3215 0.2123 -1.8464 0.023 0.028 -0.028
C 0.0969 1.5080 -2.3189 -0.077 -0.051 -0.013
C 0.1973 1.7770 -3.6745 0.000 0.000 0.023
C 0.5263 0.7597 -4.5590 -0.011 -0.014 -0.011
C 0.7439 -0.5309 -4.0944 0.007 0.004 -0.016
C 0.6456 -0.8091 -2.7407 0.008 0.011 0.027
C -1.4609 -0.3775 0.4121 -0.003 0.176 0.176
C -2.4194 -0.6973 -0.5477 -0.002 -0.007 0.013
C -3.7087 -1.0064 -0.1405 0.004 0.004 -0.016
C -4.0363 -0.9859 1.2077 -0.006 0.009 0.003
C -3.0823 -0.6525 2.1622 -0.003 0.004 -0.007
C -1.7926 -0.3434 1.7674 -0.007 -0.010 -0.016
H 4.3510 -2.7304 0.3227 -0.004 -0.010 0.008
H 3.1888 -4.8980 0.6648 0.000 0.000 -0.005
H 0.7200 -4.9834 0.7275 0.001 -0.001 -0.005
H -0.6032 -2.9221 0.4067 -0.004 0.011 0.019
H -0.1782 2.2992 -1.6331 0.003 0.025 -0.002
H 0.0242 2.7805 -4.0387 -0.011 -0.001 0.008
H 0.6093 0.9723 -5.6164 0.008 -0.002 0.001
H 0.9950 -1.3216 -4.7884 -0.012 -0.004 0.005
H 0.8146 -1.8176 -2.3849 0.021 0.004 -0.014
H -2.1643 -0.7003 -1.5998 -0.001 -0.021 -0.002
H -4.4578 -1.2597 -0.8782 -0.004 0.015 0.000
H -5.0459 -1.2201 1.5178 0.004 -0.008 0.001
H -3.3476 -0.6269 3.2102 0.003 0.007 0.000
H -1.0476 -0.0671 2.5049 -0.016 -0.015 0.003
S 1.2094 1.8166 2.9851 0.100 0.110 0.199
C 0.6712 3.4515 3.1731 -0.144 -0.092 0.198
C 0.3294 3.8763 4.4954 -0.024 -0.030 -0.139
N 0.0418 4.1976 5.5599 0.031 -0.021 0.017
C 0.5725 4.2290 2.0757 -0.173 0.154 -0.119
S 0.9745 3.5338 0.5445 -0.010 0.161 0.231
C 0.1441 5.5934 2.0882 0.025 -0.127 -0.023
N -0.1796 6.6951 2.0630 -0.018 -0.005 0.001
```
Positions in Å, forces in eV/Å.

Frontier orbital gap in eV: 6.79
E_HOMO in eV: -11.9
Lowest unoccupied orbital energy in eV: -5.11
Energy relative to the best compared isomer or geometry (same formula, charge and spin) in kcal/mol: 12.0
Calculated total energy in Ha: -2658.28278
Total charge: +1
F_max in eV/Å: 0.859


(3)
A structure of composition C22H14F5MnN2O2Se. Source: the Open Molecules 2025 dataset; level of theory: ωB97M-V/def2-TZVPD.

```
47
Properties=species:S:1:pos:R:3:forces:R:3
Mn 0.6898 -0.0624 -0.7441 0.288 0.055 0.032
O 2.4819 -0.1957 -1.7972 -0.210 0.021 0.073
C 3.1384 -1.2332 -2.1624 -0.107 0.013 -0.006
C 4.5496 -1.1471 -2.3332 0.113 -0.028 -0.025
C 5.3045 -2.2212 -2.7279 -0.059 0.073 0.027
C 4.7132 -3.4664 -2.9921 0.018 -0.072 -0.020
C 3.3534 -3.5836 -2.8450 -0.042 0.023 0.013
C 2.5441 -2.5082 -2.4368 0.223 0.037 -0.005
C 1.1288 -2.7494 -2.3554 -0.177 0.024 0.021
N 0.2374 -1.9180 -1.9720 0.049 -0.022 -0.046
C -1.1559 -2.3181 -2.0214 -0.036 -0.026 0.015
C -1.8800 -1.7970 -0.7841 -0.034 -0.020 -0.083
N -1.5083 -0.4103 -0.5807 0.003 0.114 0.149
C -2.3566 0.3972 -0.0706 -0.010 -0.210 -0.139
C -2.1359 1.7841 0.2400 0.022 0.263 0.042
C -3.2218 2.4846 0.7970 0.020 -0.060 -0.002
C -3.1448 3.8096 1.1472 -0.056 0.015 0.033
C -1.9328 4.4822 0.9320 0.055 -0.047 -0.020
C -0.8525 3.8356 0.3890 -0.009 0.101 0.057
C -0.8918 2.4605 0.0249 0.031 -0.054 0.025
O 0.1675 1.9158 -0.4545 -0.050 -0.270 -0.107
H 5.0048 -0.1874 -2.1241 -0.005 0.004 0.002
H 6.3773 -2.1042 -2.8349 0.006 -0.002 -0.001
H 5.3142 -4.3108 -3.3024 -0.005 -0.001 0.001
H 2.8687 -4.5343 -3.0469 0.005 -0.007 -0.002
H 0.8100 -3.7538 -2.6680 0.018 -0.013 -0.020
H -1.2657 -3.4082 -2.0908 -0.003 0.009 -0.025
H -1.6112 -1.8757 -2.9145 0.015 0.029 0.018
H -1.5644 -2.3754 0.0878 0.053 0.031 0.017
H -2.9645 -1.9118 -0.9059 0.007 -0.022 0.049
H -3.3628 0.0232 0.1650 -0.013 0.015 0.003
H -4.1451 1.9367 0.9619 -0.007 0.003 0.004
H -3.9917 4.3181 1.5879 0.000 -0.005 -0.001
H -1.8428 5.5270 1.2071 0.001 0.006 0.002
H 0.0891 4.3475 0.2351 0.005 0.001 -0.001
F -2.5000 2.5674 4.5599 0.048 -0.037 -0.039
C -1.6532 1.7622 3.9019 -0.042 0.018 -0.026
C -2.0590 0.5089 3.4881 -0.017 -0.016 0.040
F -3.3178 0.1034 3.7340 0.031 0.019 -0.017
C -1.1749 -0.3175 2.8184 0.047 -0.036 -0.025
F -1.6418 -1.5244 2.4494 -0.013 0.029 0.029
C 0.1306 0.0549 2.5187 0.021 0.143 0.056
Se 1.3558 -1.0814 1.5984 -0.109 -0.028 -0.036
C 0.5001 1.3310 2.9457 -0.013 -0.102 -0.020
F 1.7337 1.7887 2.7172 -0.017 0.022 -0.002
C -0.3620 2.1724 3.6264 -0.031 0.040 -0.012
F 0.0443 3.3843 4.0318 -0.014 -0.030 -0.027
```
Positions in Å, forces in eV/Å.

<S²>: 8.76
Frontier orbital gap (alpha / beta) in eV: 7.11 / 7.71
E_HOMO (alpha / beta) in eV: -4.2 / -4.9
Lowest unoccupied orbital energy (alpha / beta) in eV: 2.87 / 2.86
Calculated total energy in Ha: -5158.66800
Total charge: -1
F_max in eV/Å: 0.295
Multiplicity: 6


(4)
A structure of composition C22H15CdClN4O13S in a non-equilibrium geometry. Source: the Open Molecules 2025 dataset; level of theory: ωB97M-V/def2-TZVPD.

```
57
Properties=species:S:1:pos:R:3:forces:R:3
Cd -0.1228 0.5627 0.2280 0.066 0.656 0.444
Cl -2.0853 -2.3589 6.8916 0.035 0.044 -0.060
C -1.5334 -1.3850 5.5354 0.033 0.033 0.039
C -0.6107 -0.3460 5.7602 -0.036 -0.049 0.012
C -0.1699 0.4206 4.7214 0.014 -0.002 0.058
C -0.6101 0.2150 3.3689 -0.018 0.055 -0.035
O -0.1359 0.9415 2.4446 0.043 -0.172 -0.047
C -1.5757 -0.8324 3.1870 0.069 -0.038 -0.064
C -2.1710 -1.1397 1.9119 -0.035 0.138 0.095
O -2.0733 -0.5074 0.8671 -0.031 -0.263 0.050
C -1.9950 -1.6207 4.2750 -0.031 -0.038 -0.004
H -0.2487 -0.1692 6.7663 -0.008 0.003 -0.017
H 0.5509 1.2131 4.8825 -0.017 -0.021 -0.012
H -2.8138 -2.0407 1.9120 -0.074 0.015 0.032
H -2.7073 -2.4197 4.0962 0.015 0.017 0.003
C -6.0187 1.5192 -4.3310 0.095 -0.006 0.009
C -4.6555 1.0225 -3.9130 -0.047 0.025 -0.063
C -4.2981 0.9571 -2.5724 -0.001 0.003 0.057
C -3.0360 0.5311 -2.1831 0.065 0.001 -0.032
C -2.1111 0.1622 -3.1497 -0.061 -0.035 -0.082
C -2.4490 0.2248 -4.4971 -0.065 0.036 0.105
C -3.7154 0.6496 -4.8709 0.012 0.006 0.022
S -0.4754 -0.4065 -2.6800 0.230 -0.067 -0.273
O -0.6586 -1.5275 -1.7731 -0.009 -0.023 -0.011
O 0.1579 -0.6984 -3.9534 -0.015 0.004 0.004
N 0.2329 0.7379 -1.8731 -0.314 0.190 -0.482
C 0.0824 2.1217 -2.3459 0.059 -0.216 0.176
C -0.9160 2.9586 -1.5059 -0.150 -0.181 0.152
O -1.3761 3.9735 -2.0386 0.077 0.007 0.071
O -1.1680 2.5349 -0.3253 0.116 0.084 -0.195
H -6.6799 1.6231 -3.4697 0.013 -0.011 -0.016
H -6.4874 0.8365 -5.0437 -0.003 0.008 0.011
H -5.9430 2.4976 -4.8130 -0.008 -0.019 0.014
H -5.0120 1.2614 -1.8142 0.021 -0.007 -0.008
H -2.7700 0.5006 -1.1351 -0.036 -0.005 -0.031
H -1.7050 -0.0611 -5.2283 -0.024 0.002 0.002
H -3.9760 0.7039 -5.9239 0.007 -0.008 0.012
H -0.2235 2.1856 -3.3909 0.004 -0.039 -0.038
H 1.0497 2.6211 -2.2569 0.072 0.004 -0.057
O 7.7267 -2.2767 1.5091 0.020 -0.044 -0.102
N 6.6061 -2.5094 1.9425 -0.044 0.218 0.207
O 6.3826 -3.3629 2.7922 -0.011 -0.084 -0.076
C 5.5057 -1.7149 1.4696 0.077 -0.082 -0.064
C 5.7217 -0.7152 0.5283 0.176 -0.042 0.026
C 4.6944 0.0761 0.1027 0.025 0.183 0.231
C 3.3144 -0.0661 0.5809 0.028 0.004 0.056
O 2.3955 0.6932 0.2983 -0.193 -0.049 0.078
C 3.1813 -1.2184 1.4839 -0.109 0.165 -0.123
C 4.2219 -1.9622 1.9443 0.018 -0.164 0.093
N 1.8590 -1.6163 1.9556 0.060 0.109 -0.070
O 0.9202 -1.5179 1.1820 0.030 -0.135 0.016
O 1.7594 -2.0789 3.0759 0.023 -0.037 0.036
N 5.0524 1.1231 -0.8589 -0.534 -0.651 -0.673
O 6.0804 0.9599 -1.5121 0.198 0.151 0.271
O 4.2761 2.0292 -1.0461 0.146 0.300 0.263
H 6.7129 -0.5517 0.1345 0.011 0.020 -0.001
H 4.0429 -2.7538 2.6572 0.016 0.008 -0.009
```
Positions in Å, forces in eV/Å.

Frontier orbital gap in eV: 6.75
E_HOMO in eV: -2.9
Lowest unoccupied orbital energy in eV: 3.82
Calculated total energy in Ha: -3070.52733
Total charge: -2
F_max in eV/Å: 1.078